(1)
A molecular structure, C25H27BF3O3. Source: the Open Molecules 2025 dataset; level of theory: ωB97M-V/def2-TZVPD.

The geometry in XYZ format:
```
59
Properties=species:S:1:pos:R:3:lowdin_charge:R:1
C 6.3402 1.1906 1.4034 -0.011
C 5.1552 0.3780 1.2192 -0.321
C 4.6324 -0.6131 2.0116 -0.017
C 3.5216 -1.1558 1.3009 -0.022
C 3.3753 -0.4302 0.1181 -0.105
B 2.8397 -0.7761 -1.4172 -0.518
O 2.3426 -2.0354 -1.6524 0.144
C 0.9687 -1.5474 -1.5093 -0.391
C 0.1864 -2.1890 -2.6555 -0.003
C 0.5020 -2.1004 -0.1849 0.006
C 1.0488 0.0978 -1.6669 -0.383
C -0.0262 0.7025 -2.5570 0.015
C 1.0783 0.9662 -0.4171 -0.024
O 2.3713 0.2410 -2.2696 0.134
O 4.3987 0.5354 0.0864 0.053
H 7.1460 0.5455 1.7596 0.096
H 6.6622 1.7020 0.4994 0.095
H 6.1596 1.9171 2.1969 0.093
H 5.0343 -0.9207 2.9718 0.118
H 2.8693 -1.9510 1.6445 0.107
H -0.8686 -1.8785 -2.6049 0.086
H 0.6316 -1.8888 -3.6167 0.112
H 0.2518 -3.2834 -2.5490 0.108
H -0.5766 -2.2213 -0.2189 0.045
H 0.9417 -3.0999 -0.0248 0.130
H 0.7377 -1.4737 0.6869 0.072
H -0.9299 0.8591 -1.9451 0.069
H 0.3029 1.6970 -2.9005 0.119
H -0.3129 0.0784 -3.4117 0.085
H 0.1072 1.4060 -0.2653 0.027
H 1.3539 0.4452 0.5007 0.067
H 1.7612 1.8157 -0.5498 0.136
F -2.8497 3.5231 -3.3588 0.134
C -3.2173 4.0422 -2.1398 -0.500
F -2.5533 5.2279 -2.0145 0.134
F -4.5593 4.3219 -2.2042 0.140
C -2.8916 3.0752 -1.0359 -0.071
C -2.0130 3.4587 -0.0229 0.038
C -1.5498 2.5022 0.8610 0.025
C -1.8857 1.1199 0.7011 -0.181
C -1.0883 0.0919 1.3278 0.138
C -1.8208 -1.0977 1.6945 -0.209
C -1.9541 -1.4516 3.0550 0.012
C -2.8202 -2.4740 3.4281 -0.035
C -3.4628 -3.2556 2.4551 -0.022
C -3.2355 -3.0198 1.0966 -0.033
C -2.4854 -1.9173 0.7182 -0.066
C -2.9881 0.8473 -0.1735 0.031
C -3.4406 1.7935 -1.0743 0.027
H -1.6990 4.5002 0.0524 0.142
H -0.8733 2.7988 1.6689 0.145
H -0.2660 0.4193 1.9644 0.148
H -1.4282 -0.8416 3.7862 0.130
H -3.0014 -2.6725 4.4856 0.122
H -4.1106 -4.0821 2.7389 0.123
H -3.6674 -3.6706 0.3319 0.128
H -2.4027 -1.6914 -0.3540 0.114
H -3.5316 -0.0937 -0.1643 0.115
H -4.2104 1.5333 -1.8059 0.150
```

Properties
LUMO	-0.245	Ha
molar mass	443.29	g mol⁻¹
total charge	+1
energy	-41325.723	eV
energy above the lowest of the compared OMol25 structures with the same formula, charge and spin	17.93	kcal per mole
orbital gap	3.776	eV
F_max	4.51	eV Å⁻¹



(2)
A molecular structure, C25H27BMnN10O. Source: the Open Molecules 2025 dataset; level of theory: ωB97M-V/def2-TZVPD.

The geometry in XYZ format:
```
65
Properties=species:S:1:pos:R:3:lowdin_charge:R:1
Mn 0.0000 -0.4152 -0.9433 1.091
C 3.4719 -1.2630 -0.4462 0.000
C 2.8464 -0.1481 0.3272 -0.297
C 3.3537 0.6177 1.3740 0.027
C 2.3517 1.5143 1.6999 -0.007
N 1.2972 1.2940 0.9075 0.048
N 1.6101 0.2842 0.0528 -0.016
B 0.0000 2.1487 0.6894 -0.606
N 0.0000 2.4764 -0.8430 0.061
C 0.0000 3.6191 -1.5294 -0.002
C 0.0000 3.3483 -2.8820 0.029
C 0.0000 1.9685 -2.9807 -0.286
C 0.0000 1.1457 -4.2202 -0.015
N 0.0000 1.4412 -1.7382 -0.004
N -1.2971 1.2939 0.9076 0.048
C -2.3518 1.5143 1.6998 -0.007
C -3.3537 0.6177 1.3740 0.027
C -2.8465 -0.1480 0.3271 -0.297
C -3.4720 -1.2627 -0.4465 0.000
N -1.6101 0.2842 0.0528 -0.016
N 0.0000 3.2874 1.6598 -0.010
C -0.0002 4.6488 1.6044 -0.050
C -0.0002 5.1170 2.8847 -0.001
C 0.0001 3.9669 3.7014 -0.336
C 0.0002 3.9002 5.2004 -0.018
N 0.0002 2.8674 2.9702 0.102
H 4.2714 -0.8851 -1.0851 0.097
H 2.7387 -1.7558 -1.0872 0.057
H 3.9074 -2.0073 0.2194 0.095
H 4.3242 0.5325 1.8344 0.123
H 2.3221 2.2825 2.4561 0.134
H 0.0000 4.5704 -1.0364 0.114
H 0.0000 4.0612 -3.6909 0.129
H 0.0001 1.7898 -5.0957 0.101
H -0.8954 0.5260 -4.2679 0.083
H 0.8954 0.5259 -4.2678 0.083
H -2.3222 2.2826 2.4560 0.134
H -4.3242 0.5325 1.8344 0.123
H -4.2715 -0.8847 -1.0853 0.097
H -3.9076 -2.0071 0.2191 0.095
H -2.7388 -1.7555 -1.0875 0.057
H -0.0003 5.2077 0.6896 0.099
H -0.0003 6.1460 3.2078 0.115
H 0.0003 4.8991 5.6299 0.081
H 0.8780 3.3698 5.5678 0.080
H -0.8776 3.3700 5.5680 0.081
O 0.0000 -1.8006 0.2942 -0.073
C 0.0001 -3.0476 0.4644 -0.254
C 0.0000 -3.5584 1.8026 0.058
C 0.0000 -4.8961 2.0023 -0.002
C 0.0001 -5.7861 0.8869 0.032
C 0.0001 -5.3123 -0.4182 0.011
C 0.0001 -3.9525 -0.6734 -0.027
C 0.0000 -3.4056 -2.0104 -0.243
N 0.0000 -2.1174 -2.3980 0.063
C 0.0000 -2.1324 -3.7672 -0.078
C 0.0000 -3.4183 -4.2230 -0.004
N 0.0000 -4.1936 -3.1125 0.150
H 0.0000 -2.8487 2.6196 0.144
H 0.0000 -5.2927 3.0093 0.134
H 0.0001 -6.8551 1.0592 0.134
H 0.0001 -6.0368 -1.2221 0.124
H -0.0001 -1.2433 -4.3589 0.073
H 0.0000 -3.8210 -5.2233 0.144
H 0.0000 -5.2008 -3.1139 0.170
```

Properties
LUMO (alpha / beta)	-0.281 / -0.340	Ha
molar mass	549.31	g mol⁻¹
<S²>	8.835
total charge	+2
multiplicity	6
energy	-75297.671	eV
energy above the lowest of the compared OMol25 structures with the same formula, charge and spin	8.98	kcal per mole
orbital gap (alpha / beta)	5.993 / 4.382	eV
F_max	1.34	eV Å⁻¹



(3)
A molecular structure, C25H27BrCaIN7S. Source: the Open Molecules 2025 dataset; level of theory: ωB97M-V/def2-TZVPD.

The geometry in XYZ format:
```
63
Properties=species:S:1:pos:R:3:lowdin_charge:R:1
Ca 0.0652 0.4068 -1.8283 1.077
C 1.4073 3.4849 -2.0468 -0.103
N 0.1421 2.8869 -2.5257 -0.103
C -1.1105 3.5159 -2.0387 -0.104
C -2.0788 2.4613 -1.5784 -0.377
N -1.9954 1.1963 -1.9431 -0.049
C -3.0280 0.5358 -1.2523 -0.242
C -3.3944 -0.8090 -1.2571 -0.026
C -4.4496 -1.1794 -0.4439 -0.059
C -5.1334 -0.2350 0.3404 -0.057
C -4.7898 1.1035 0.3313 0.010
C -3.7214 1.4606 -0.4811 -0.181
N -3.0981 2.6812 -0.7321 0.191
C 2.3199 2.4411 -1.4669 -0.347
N 2.1655 1.1440 -1.6306 -0.043
C 3.2319 0.5481 -0.9281 -0.225
C 3.5607 -0.7951 -0.7602 -0.014
C 4.6855 -1.0837 -0.0113 -0.060
C 5.4707 -0.0650 0.5533 -0.059
C 5.1539 1.2692 0.3872 0.001
C 4.0168 1.5427 -0.3614 -0.176
N 3.4016 2.7399 -0.7293 0.191
H 1.2056 4.2432 -1.2920 0.128
H 1.9254 3.9871 -2.8632 0.142
H 0.1376 2.9100 -3.5371 0.129
H -1.5759 4.1156 -2.8199 0.142
H -0.8926 4.1848 -1.2085 0.124
H -2.9033 -1.5264 -1.9052 0.097
H -4.7766 -2.2115 -0.4297 0.115
H -5.9646 -0.5614 0.9517 0.116
H -5.3341 1.8290 0.9221 0.123
H -3.3298 3.5641 -0.3063 0.182
H 2.9767 -1.5837 -1.2193 0.087
H 4.9805 -2.1150 0.1318 0.114
H 6.3526 -0.3318 1.1213 0.116
H 5.7691 2.0526 0.8119 0.121
H 3.7335 3.6669 -0.5174 0.179
C 1.4754 1.8556 4.5357 -0.048
N 1.1036 2.0127 3.1350 -0.040
C 0.2849 1.1962 2.4680 -0.774
S -0.1916 1.5827 0.8618 0.660
N -0.1520 0.1170 3.1122 -0.014
C -1.1360 -0.8409 2.6152 -0.060
H 2.1749 2.6443 4.7941 0.098
H 1.9800 0.9026 4.7025 0.097
H 0.6085 1.9342 5.1953 0.101
H 1.3566 2.8555 2.6490 0.117
H 0.1241 0.0103 4.0750 0.127
H -1.2274 -0.7285 1.5427 0.023
H -2.1098 -0.6657 3.0693 0.098
H -0.8053 -1.8503 2.8493 0.093
Br 0.8529 -5.8195 -3.6748 0.784
C -0.0757 -5.2718 -2.1382 -0.748
C -0.5114 -6.2456 -1.2489 -0.104
C -1.2013 -5.8883 -0.1012 -0.049
C -1.4638 -4.5547 0.1741 -0.068
C -1.0341 -3.5727 -0.7034 -0.167
C -0.3460 -3.9430 -1.8485 -0.700
I 0.2699 -2.4501 -3.1804 1.007
H -0.3074 -7.2851 -1.4691 0.114
H -1.5369 -6.6607 0.5781 0.121
H -2.0072 -4.2744 1.0673 0.112
H -1.2510 -2.5341 -0.4969 0.061
```

Properties
LUMO	-0.186	Ha
molar mass	704.49	g mol⁻¹
total charge	+2
energy	-144203.046	eV
orbital gap	8.679	eV
F_max	1.22	eV Å⁻¹



(4)
A molecular structure, C25H27Cl2NO3PtS2. Source: the Open Molecules 2025 dataset; level of theory: ωB97M-V/def2-TZVPD.

The geometry in XYZ format:
```
61
Properties=species:S:1:pos:R:3:lowdin_charge:R:1
Pt 0.1008 0.0659 -0.1463 0.807
Cl -0.1530 0.0072 2.8655 0.785
C -0.2740 1.6715 3.2583 -0.627
C -0.6427 1.9775 4.5555 -0.104
C -0.7403 3.3003 4.9491 -0.055
C -0.4710 4.3247 4.0529 -0.112
C -0.0998 4.0181 2.7619 -0.668
Cl 0.2060 5.3531 1.6980 0.686
C 0.0132 2.6796 2.3062 -0.629
S 0.5202 2.3968 0.6829 0.812
H -0.8443 1.1723 5.2482 0.108
H -1.0234 3.5375 5.9666 0.114
H -0.5453 5.3613 4.3501 0.107
C 8.7824 0.0614 -0.9215 -0.052
C 7.3361 -0.0012 -0.4978 -0.272
C 6.4498 1.0309 -0.8033 -0.037
C 5.1224 0.9757 -0.4125 -0.045
C 4.6696 -0.1345 0.2928 -0.276
C 5.5305 -1.1742 0.6032 -0.044
C 6.8585 -1.0982 0.2094 -0.038
S 2.9923 -0.2092 0.8335 0.447
O 2.8064 -1.4336 1.5676 -0.321
O 2.7651 1.0278 1.5663 -0.396
O 2.1860 -0.2134 -0.4592 -0.533
H 8.9934 0.9741 -1.4774 0.072
H 9.0415 -0.7872 -1.5570 0.081
H 9.4450 0.0330 -0.0549 0.081
H 6.8099 1.8943 -1.3508 0.110
H 4.4416 1.7854 -0.6419 0.119
H 5.1551 -2.0269 1.1543 0.112
H 7.5361 -1.9081 0.4566 0.115
C -3.6578 2.6948 -2.8244 -0.060
C -2.5077 1.6916 -3.0206 -0.365
C -1.2468 2.2569 -2.3783 -0.116
C -2.9962 0.3088 -2.5961 -0.122
C -3.8875 -0.2856 -3.4734 -0.049
C -4.5174 -1.4881 -3.1937 -0.052
C -4.2806 -2.1085 -1.9776 -0.050
C -3.4035 -1.5836 -1.0443 -0.118
C -3.3197 -2.3661 0.2675 -0.363
C -2.1484 -2.1344 1.2139 -0.130
C -4.6278 -2.1516 1.0483 -0.062
C -2.6934 -0.3842 -1.3845 -0.244
N -1.7550 0.0664 -0.5337 -0.033
H -3.3712 3.6787 -3.2025 0.080
H -3.8866 2.7951 -1.7597 0.089
H -4.5688 2.3821 -3.3353 0.073
H -2.3143 1.6062 -4.0924 0.133
H -1.3961 2.4537 -1.3168 0.022
H -1.0061 3.2073 -2.8601 0.085
H -0.3866 1.5950 -2.4839 0.059
H -4.0946 0.2177 -4.4111 0.119
H -5.1983 -1.9291 -3.9108 0.108
H -4.7838 -3.0407 -1.7470 0.119
H -3.2767 -3.4160 -0.0338 0.134
H -2.1381 -1.1210 1.6130 0.010
H -1.1824 -2.3271 0.7466 0.060
H -2.2487 -2.8235 2.0550 0.085
H -4.7067 -1.1076 1.3638 0.089
H -4.6382 -2.7775 1.9426 0.079
H -5.5114 -2.3887 0.4557 0.072
```

Properties
LUMO (alpha / beta)	0.021 / -0.094	Ha
molar mass	719.61	g mol⁻¹
<S²>	6.073
multiplicity	5
energy	-83954.674	eV
energy above the lowest of the compared OMol25 structures with the same formula, charge and spin	16.39	kcal per mole
orbital gap (alpha / beta)	8.558 / 6.178	eV
F_max	0.93	eV Å⁻¹